C30H46BHfN9S3Si2 | ωB97M-V/def2-TZVPD

Computed properties:
E_tot = -95491.276 eV
spin multiplicity = 2
energy above the lowest of the compared OMol25 structures with the same formula, charge and spin = 52.3 kJ/mol
frontier orbital gap (alpha / beta) = 5.845 / 4.547 eV
LUMO (alpha / beta) = -10.285 / -11.556 eV
net charge = +3
strongest force on any atom = 1.4 eV/Å

Each line ends with the Mulliken spin population.
Positions of all 92 atoms, in Å:
Hf  0.10739  0.38440  -0.07316  0.05
C  -1.79951  -3.29425  0.95162  0.00
C  -2.79683  -2.76375  -0.07060  0.00
S  -2.55019  -0.99639  -0.51110  0.00
C  -2.99490  -1.01115  -2.28226  0.00
C  -0.77757  -1.24319  -3.62467  0.03
S  1.71133  -1.32574  -1.47194  0.83
C  1.45942  -3.10854  -1.61388  -0.04
C  0.46491  -3.79133  -0.66792  0.01
S  -0.08924  -2.73506  0.71236  0.00
H  -1.80186  -4.38374  0.95123  0.00
H  -2.05463  -2.96301  1.95547  0.00
H  -3.80481  -2.83621  0.33594  0.00
H  -2.77209  -3.34067  -0.99214  0.00
H  -2.97780  0.03706  -2.58554  0.00
H  -4.02532  -1.35898  -2.33043  0.00
H  -0.04659  -2.06116  -3.66491  -0.03
H  -2.65858  -2.15079  -4.05828  0.00
H  2.46709  -3.51493  -1.48544  0.04
H  1.19996  -3.31123  -2.65358  0.03
H  0.93689  -4.66480  -0.22234  0.00
H  -0.42235  -4.13002  -1.20076  0.00
C  3.86793  2.20255  -1.45712  0.01
C  3.09110  1.50656  -0.55106  0.00
N  1.80526  1.50470  -0.94384  -0.02
N  1.74812  2.17612  -2.12810  0.00
C  2.98248  2.61317  -2.43601  0.00
B  0.49040  2.25643  -3.02567  -0.01
N  0.09777  0.77450  -3.55519  0.07
C  -0.17058  0.51864  -4.89335  0.01
C  -0.74489  -0.68734  -4.99220  0.06
C  -2.10687  -1.88553  -3.15583  0.01
N  -0.24059  -0.19088  -2.77445  -0.10
N  -0.77779  2.62057  -2.21945  0.00
C  -1.81199  3.40196  -2.59504  0.00
C  -2.88321  3.16842  -1.75453  0.00
C  -2.43438  2.20460  -0.87201  0.00
N  -1.16682  1.85178  -1.15290  0.00
N  0.80148  3.12476  -4.20973  0.00
C  1.74237  2.87939  -5.18793  0.00
C  1.78707  3.96253  -6.01121  0.00
C  0.84220  4.86177  -5.46325  0.00
N  0.26662  4.35779  -4.39657  0.00
H  4.92574  2.39527  -1.40884  0.00
H  3.40337  1.02399  0.36125  0.00
H  3.17547  3.21451  -3.30733  0.00
H  0.04572  1.24826  -5.65515  0.01
H  -1.06700  -1.20607  -5.88316  0.00
H  -1.89187  -2.82161  -2.64682  0.00
H  -1.69910  4.08884  -3.41438  0.00
H  -3.84996  3.64054  -1.78596  0.00
H  -2.95472  1.75764  -0.04026  0.00
H  2.31041  1.96082  -5.21885  0.00
H  2.41186  4.11042  -6.87570  0.00
H  0.57092  5.84491  -5.81218  0.00
C  -3.04011  2.04348  2.49526  0.00
Si  -1.38456  1.35378  3.07451  0.00
C  -1.47804  -0.53654  2.92726  0.00
C  -1.07543  1.81577  4.86943  0.00
C  0.09411  1.79048  1.88859  0.02
C  1.24690  0.98670  2.33683  0.01
C  2.08251  1.22897  3.43255  0.00
C  3.04899  0.30627  3.77479  0.00
C  3.21773  -0.84604  2.99749  0.02
C  2.41710  -1.00779  1.89896  -0.01
N  1.44681  -0.12286  1.57742  0.00
Si  0.46637  3.68098  1.75357  0.00
C  2.23386  4.03515  1.20478  0.00
C  0.21878  4.46502  3.46130  0.00
C  -0.73408  4.55659  0.59973  0.00
H  -3.66026  2.20896  3.37979  0.00
H  -3.58523  1.33072  1.87055  0.00
H  -2.97679  3.00021  1.97667  0.00
H  -2.39056  -0.91297  3.39689  0.00
H  -0.63335  -1.04060  3.40254  0.00
H  -1.50563  -0.82546  1.86978  0.00
H  -1.57476  1.08547  5.51181  0.00
H  -1.50296  2.79037  5.10462  0.00
H  -0.02414  1.83204  5.15389  0.00
H  1.95815  2.13424  4.00919  0.00
H  3.67562  0.47096  4.64208  0.00
H  3.96402  -1.58696  3.24444  0.00
H  2.53536  -1.85986  1.24147  -0.02
H  2.95866  3.28994  1.53699  0.00
H  2.54691  4.99137  1.62872  0.00
H  2.31351  4.13515  0.11983  0.00
H  0.82798  4.01867  4.24734  0.00
H  -0.82672  4.43003  3.76987  0.00
H  0.50452  5.51649  3.38035  0.00
H  -0.43458  4.49097  -0.44832  0.00
H  -0.73642  5.61827  0.85755  0.00
H  -1.76100  4.20628  0.69013  0.00